A structure of composition C39H91N6NiO16. Source: OMol25; level of theory: ωB97M-V/def2-TZVPD.

Output
- Gap between HOMO and LUMO (alpha / beta): 3.841 / 7.308 eV
- Strongest force on any atom: 0.0896 Eh/bohr
- Energy above the lowest of the compared OMol25 structures with the same formula, charge and spin: 76.3 kcal/mol
- Multiplicity: 4

Cartesian coordinates (Å):
Ni -1.74061 -3.59319 -3.13136
C -0.19674 0.34109 -2.49446
C -1.02002 -0.50163 -1.56597
C -2.09632 0.34190 -0.75200
O -1.47527 -1.70904 -2.18738
H 0.58000 0.77342 -1.86370
H -0.71057 1.17078 -2.97995
H 0.36837 -0.25672 -3.20957
H -0.20644 -0.69904 -0.86797
H -1.54754 1.16860 -0.30089
H -2.55190 -0.29357 0.00742
H -2.82424 0.87265 -1.36562
C -7.60428 -5.74543 4.12325
O -7.15289 -4.48390 4.34755
C -7.42188 -3.49501 3.39979
C -6.20218 -3.01151 2.65132
O -6.49014 -2.03975 1.73162
C -5.34906 -1.34086 1.24646
C -5.73108 -0.01890 0.63977
O -6.28213 0.99935 1.40172
C -7.67800 0.75253 1.80654
H -8.68323 -5.78662 3.97402
H -7.37036 -6.32902 5.01365
H -7.25964 -6.29532 3.24749
H -7.81027 -2.59010 3.86712
H -8.29325 -3.65384 2.76450
H -5.80401 -3.83697 2.06127
H -5.63462 -2.66742 3.51595
H -4.87614 -1.82914 0.39439
H -4.54090 -1.20730 1.96558
H -6.29802 -0.18104 -0.27695
H -4.88527 0.46319 0.14957
H -7.81194 -0.10690 2.46346
H -8.13963 0.57335 0.83551
H -8.20935 1.64822 2.12826
C -0.53282 3.48260 0.75393
O -0.58523 4.58597 1.57945
C 0.11965 4.45913 2.72380
C -0.69223 3.58200 3.69128
O 0.03344 3.50815 4.82114
C 0.96308 2.38786 4.92011
C 1.87375 2.54713 6.24048
O 2.82607 3.45431 5.67634
C 3.73480 4.00321 6.66778
H 0.45082 3.39640 0.29227
H -1.17780 3.58952 -0.11823
H -0.85304 2.57488 1.26538
H 0.29046 5.50291 2.98734
H 1.14831 4.21350 2.45992
H -0.95333 2.58047 3.34942
H -1.64042 4.01122 4.01501
H 1.53410 2.29792 3.99602
H 0.32792 1.50766 5.01978
H 2.33805 1.58171 6.44168
H 1.45118 2.94114 7.16476
H 3.32099 4.31989 7.62516
H 4.33262 4.67830 6.05543
H 4.29616 3.21664 7.17205
C 1.98324 -0.21679 1.52975
O 3.40251 -0.40041 1.60556
C 4.01995 0.29264 2.73568
C 5.42348 0.05274 2.88701
O 6.11454 0.16095 1.59077
C 7.50984 -0.18207 1.52574
C 8.26152 0.71610 0.62846
O 8.40837 2.04756 1.24990
C 9.19117 3.03578 0.48239
H 1.53895 -0.39030 2.50986
H 1.43409 -0.77326 0.77023
H 1.76146 0.84123 1.39004
H 3.53861 0.01332 3.67291
H 4.00584 1.37181 2.58310
H 5.44575 -0.98152 3.23039
H 5.80316 0.62187 3.73556
H 7.48753 -1.25361 1.32726
H 8.05309 -0.16837 2.47062
H 7.70043 0.77133 -0.30440
H 9.29198 0.37680 0.52300
H 8.64536 3.16758 -0.45186
H 10.20427 2.66798 0.31971
H 9.31734 3.99512 0.98422
C 0.86974 -4.58641 -1.60678
O 0.18193 -4.26943 -2.57392
N 1.82824 -3.75558 -1.15953
C 2.83393 -4.03494 -0.16813
C 2.19768 -2.57379 -1.95901
H 0.55974 -5.43186 -0.97329
H 3.31928 -3.12672 0.18920
H 3.75323 -4.55289 -0.44146
H 2.51108 -4.55048 0.73635
H 2.26140 -1.68639 -1.32929
H 3.11647 -2.50188 -2.54102
H 1.46265 -2.36151 -2.73539
C 5.31937 2.02722 -2.82124
O 5.37822 2.49664 -3.98336
N 4.17283 1.93470 -2.04865
C 4.20791 1.10258 -0.84398
C 2.94073 2.76367 -2.21195
H 6.22311 1.61228 -2.34872
H 3.55852 0.23583 -0.96706
H 3.92565 1.47380 0.14122
H 5.17309 0.59997 -0.78143
H 2.11990 2.23247 -2.69377
H 2.61014 3.00809 -1.20246
H 3.00420 3.68539 -2.79031
C -2.33180 -4.11977 -0.05980
O -2.34261 -4.46622 -1.21372
N -2.96879 -4.64793 1.06531
C -3.43478 -5.92773 1.25237
C -2.70912 -4.14703 2.42397
H -1.86830 -3.17499 0.26386
H -3.54990 -6.35366 0.25566
H -4.35035 -5.92916 1.84384
H -2.63315 -6.51283 1.70307
H -1.63480 -4.20758 2.59795
H -3.06216 -3.11578 2.42330
H -3.13036 -4.72873 3.24390
C 2.12127 -0.93870 -6.52761
O 2.27744 -2.14247 -6.50698
N 2.45155 -0.12275 -5.52161
C 2.48500 1.32799 -5.73889
C 3.20862 -0.66698 -4.47035
H 1.42363 -0.49900 -7.25710
H 1.77296 1.84170 -5.09298
H 2.13622 1.55807 -6.74563
H 3.45888 1.77464 -5.53848
H 4.23889 -0.71308 -4.82322
H 3.18855 -0.07265 -3.55686
H 2.78831 -1.63649 -4.20298
C 0.82538 5.19791 -4.95494
O 1.58909 5.69640 -5.79989
N 0.76745 5.62777 -3.64320
C 0.03825 4.81812 -2.65672
C 1.50610 6.80663 -3.09579
H 0.13683 4.38016 -5.21834
H 0.69863 4.47655 -1.85965
H -0.37359 3.90581 -3.08820
H -0.69665 5.53668 -2.29384
H 0.98372 7.62480 -2.59998
H 2.22217 6.39848 -2.38252
H 2.14170 7.23444 -3.87109
C -4.66921 -2.28923 -3.28023
O -3.71421 -3.02472 -3.25362
N -5.91022 -2.58049 -3.01595
C -6.21736 -3.95663 -2.63893
C -6.99202 -1.55305 -3.16496
H -4.62283 -1.19033 -3.32975
H -5.38873 -4.65503 -2.52189
H -6.84320 -4.38233 -3.42328
H -6.81571 -3.97453 -1.72801
H -6.82394 -0.66355 -3.77212
H -7.93565 -1.98892 -3.49312
H -7.16971 -1.18615 -2.15406

Mulliken population analysis, charges in e, atoms 1 to 4: Ni 0.36; C -1.38; C 1.78; C -0.31

---

A structure of composition C25H29NO2PPtS6. Source: OMol25; level of theory: ωB97M-V/def2-TZVPD.

Output
- Gap between HOMO and LUMO (alpha / beta): 7.581 / 5.047 eV
- Strongest force on any atom: 0.0094 Eh/bohr
- Multiplicity: 5
- Net charge: +1

Cartesian coordinates (Å):
Pt -0.09109 0.17110 -0.71637
S 1.73725 -0.36602 -2.12424
C 2.00810 -2.05765 -1.93980
C 2.97622 -2.64704 -2.77430
C 3.26363 -3.99751 -2.67400
C 2.58623 -4.78404 -1.74971
C 1.61373 -4.21894 -0.92309
C 1.33065 -2.86931 -1.00780
S 0.12618 -2.19994 0.10112
C 1.26618 -1.78758 1.47546
C 0.97980 -0.47246 2.15277
C 1.39790 -0.25232 3.45267
C 1.19825 0.99795 4.01078
C 0.58166 1.98546 3.26565
C 0.17299 1.69509 1.98134
C -0.53584 2.70937 1.13651
S 0.12048 2.68638 -0.55448
C -1.28596 3.23575 -1.47779
C -1.62679 4.58313 -1.39147
C -2.66558 5.09368 -2.15575
C -3.34765 4.25843 -3.03200
C -3.00748 2.92090 -3.12338
C -1.98091 2.38259 -2.33879
S -1.68095 0.66589 -2.51403
N 0.38653 0.48738 1.44541
H 3.49018 -2.02553 -3.49986
H 4.01464 -4.43837 -3.32140
H 2.80826 -5.84156 -1.66984
H 1.07359 -4.83393 -0.21139
H 2.26829 -1.76354 1.05122
H 1.21876 -2.60125 2.19387
H 1.88600 -1.04512 4.00798
H 1.52647 1.20250 5.02391
H 0.39579 2.96770 3.68228
H -0.42197 3.70790 1.54873
H -1.59115 2.46492 1.07856
H -1.06229 5.23688 -0.73051
H -2.92191 6.14401 -2.08548
H -4.15190 4.65121 -3.64467
H -3.53522 2.26381 -3.80628
C -5.17912 -2.03466 2.94172
C -5.29147 -1.58223 1.50281
C -6.63356 -1.90833 0.89248
O -5.16248 -0.11654 1.40107
P -3.80868 0.70887 1.38882
S -2.81646 0.76711 3.04701
S -2.69139 -0.11545 -0.13641
O -4.28528 2.14531 0.95864
C -5.49491 2.57718 0.23843
C -5.62793 1.85124 -1.08522
C -6.72739 2.46178 1.11300
H -5.35729 -3.11424 2.98599
H -5.92868 -1.53035 3.55565
H -4.19506 -1.82456 3.35437
H -4.49907 -2.02359 0.90399
H -7.43074 -1.42800 1.46668
H -6.79603 -2.98890 0.90718
H -6.68727 -1.56192 -0.14330
H -5.28664 3.62523 0.06820
H -5.73728 0.77542 -0.92165
H -4.75885 2.02320 -1.71874
H -6.52132 2.20804 -1.60679
H -7.03882 1.42377 1.22474
H -7.54110 3.02379 0.64448
H -6.54171 2.88511 2.10386

natural (NBO) population analysis, charges in e, atoms 1 to 4: Pt 0.68; S 0.20; C -0.31; C -0.15

---

An isolated molecule of C8H13FN4. Source: OMol25; level of theory: ωB97M-V/def2-TZVPD.

Output
- Gap between HOMO and LUMO: 8.843 eV
- Strongest force on any atom: 0.2230 Eh/bohr
- Energy above the lowest of the compared OMol25 structures with the same formula, charge and spin: 154.8 kcal/mol

Cartesian coordinates (Å):
C 0.82345 -0.23716 3.97016
C 1.37560 -0.74170 2.51601
C 0.98880 0.02106 1.30533
C -0.53573 0.10403 1.17812
N -0.83419 0.97414 -0.00747
C -0.81217 0.36757 -1.15320
C -0.40293 -1.23724 -1.48931
C -0.39154 -1.27124 -2.91485
F -0.04699 -2.36832 -3.29693
N -0.45570 -0.45194 -3.81915
C -0.71061 0.80769 -3.45678
N -0.99441 1.62751 -4.44211
N -1.11025 1.27781 -2.05936
H -0.30578 -0.35820 4.16167
H 1.49867 0.72042 4.07162
H 1.32321 -0.81930 4.73415
H 2.40489 -0.93109 2.82156
H 1.02450 -1.90266 2.53752
H 1.20003 1.05238 1.67799
H 1.56594 -0.24225 0.59977
H -0.96225 -0.94368 1.22295
H -0.99940 0.45308 1.94405
H -1.11510 1.90751 0.07602
H -0.14085 -1.86925 -0.72326
H -1.22448 2.67151 -4.18412
H -1.16273 1.38935 -5.27037

natural (NBO) population analysis, charges in e, atoms 1 to 4: C -0.64; C -0.38; C -0.41; C -0.20

---

The ion C3H7N2 with charge +1. Source: OMol25; level of theory: ωB97M-V/def2-TZVPD.

Output
- Gap between HOMO and LUMO: 8.601 eV
- Strongest force on any atom: 0.1100 Eh/bohr
- Energy above the lowest of the compared OMol25 structures with the same formula, charge and spin: 59.2 kcal/mol
- Net charge: +1

Cartesian coordinates (Å):
C 0.28941 1.33054 -0.65273
C -0.86579 -0.67003 0.83295
C 0.44315 -0.94348 0.13383
N -0.93422 1.18626 -0.57511
N 1.04172 0.33737 -0.19392
H 0.90582 2.05189 -1.17304
H -1.73336 -1.11864 0.52227
H -0.91352 -0.25777 1.89547
H 1.09812 -1.60848 0.71075
H 0.39997 -1.50676 -0.69691
H -1.70133 1.91833 -0.91120
H 1.98101 0.37252 -0.44175

natural (NBO) population analysis, charges in e, atoms 1 to 4: C 0.32; C 0.12; C -0.34; N -0.63

---

A cluster of 2 separate species, C2H6NO2S in total. Source: OMol25; level of theory: ωB97M-V/def2-TZVPD.

Output
- Gap between HOMO and LUMO (alpha / beta): 6.329 / 6.816 eV
- Strongest force on any atom: 0.1504 Eh/bohr
- Energy above the lowest of the compared OMol25 structures with the same formula, charge and spin: 0.0 kcal/mol
- Multiplicity: 3
- Net charge: +1

Cartesian coordinates (Å):
C -0.03348 -1.55076 1.04347
C -0.47693 1.15317 -1.75737
N 0.07381 0.25072 -1.08551
O 0.14761 -0.70059 2.02309
O 1.04095 -2.16821 0.65935
S -1.01898 0.33227 2.63153
H -1.04703 1.77998 -1.11965
H -0.49742 1.32480 -2.78605
H -0.68776 0.08746 3.91598
H -0.88956 -1.82328 0.60007
H 0.41545 -0.50840 -1.61775
H 1.90211 -1.86886 0.98309

natural (NBO) population analysis, charges in e, atoms 1 to 4: C 0.76; C 0.03; N -0.68; O -0.67

---

Q: What is the strongest force on any atom in the second record?
A: 0.0094 Eh/bohr